1.
This record from the Open Molecules 2025 dataset describes C35H57As3N5O7PPtS as an isolated structure. The level of theory is ωB97M-V with the def2-TZVPD basis set.

Geometry as XYZ:
```
110
C35H57As3N5O7PPtS | the Open Molecules 2025 dataset | ωB97M-V with the def2-TZVPD basis set
Pt 0.290 -0.105 -0.254
C 3.963 -0.842 -0.020
As 2.612 0.584 0.149
C 3.548 1.842 -1.037
C 3.331 1.217 1.892
C 2.570 2.202 2.784
C 1.777 3.183 1.923
C 1.602 1.480 3.726
As 0.351 0.169 2.874
C 1.328 -1.448 3.471
C -0.976 0.168 4.345
C 3.555 3.049 3.615
As 5.138 2.438 4.688
C 6.428 2.027 3.234
C 4.784 0.564 5.226
H 4.906 -0.510 0.420
H 4.146 -1.081 -1.068
H 3.640 -1.748 0.492
H 4.616 1.807 -0.811
H 3.191 2.862 -0.914
H 3.406 1.550 -2.078
H 4.281 1.678 1.602
H 3.551 0.312 2.467
H 1.035 2.634 1.344
H 2.433 3.732 1.245
H 1.258 3.909 2.548
H 0.984 2.232 4.225
H 2.172 0.958 4.497
H 1.688 -1.342 4.493
H 2.177 -1.630 2.809
H 0.677 -2.316 3.422
H -0.506 0.049 5.321
H -1.686 -0.645 4.193
H -1.533 1.105 4.330
H 2.953 3.621 4.330
H 4.006 3.796 2.950
H 6.443 2.840 2.508
H 6.219 1.090 2.722
H 7.427 1.959 3.665
H 4.017 0.536 5.998
H 5.705 0.177 5.664
H 4.496 -0.086 4.403
O -2.450 9.769 1.998
S -2.118 8.433 2.406
O -3.217 7.514 2.542
O -1.029 8.278 3.349
C -1.160 7.759 0.911
N -0.449 8.678 0.347
C 0.369 8.185 -0.620
C 0.407 6.854 -0.918
C -0.456 5.952 -0.233
N -1.256 6.503 0.744
C -0.498 4.559 -0.429
C -1.320 3.723 0.379
C -1.174 2.369 0.333
N -0.269 1.761 -0.471
C 0.392 2.525 -1.366
C 0.305 3.883 -1.391
H 0.984 8.919 -1.121
H 1.098 6.481 -1.655
H -2.028 4.192 1.041
H -1.775 1.706 0.940
H 1.004 1.992 -2.088
H 0.851 4.432 -2.141
C -1.116 1.503 -4.400
C -2.204 0.843 -3.548
C -2.962 1.888 -2.729
C -3.186 0.115 -4.464
O -1.516 -0.078 -2.695
P -2.286 -1.002 -1.583
O -3.751 -1.009 -1.681
O -1.703 -0.595 -0.240
O -1.585 -2.449 -1.808
C -1.867 -3.427 -2.804
C -1.756 -4.795 -2.120
C -0.807 -3.282 -3.902
C -3.270 -3.314 -3.390
H -1.571 2.217 -5.081
H -0.586 0.748 -4.978
H -0.408 2.026 -3.765
H -3.640 2.439 -3.375
H -2.284 2.593 -2.255
H -3.542 1.380 -1.964
H -3.622 0.818 -5.168
H -3.977 -0.320 -3.863
H -2.669 -0.662 -5.024
H -0.768 -4.942 -1.698
H -1.955 -5.587 -2.836
H -2.478 -4.847 -1.309
H 0.167 -3.586 -3.522
H -0.746 -2.239 -4.201
H -1.064 -3.883 -4.769
H -4.001 -3.303 -2.586
H -3.460 -4.159 -4.050
H -3.376 -2.394 -3.949
N 1.605 -4.005 -0.842
C 1.550 -2.666 -1.039
N 0.731 -2.073 -0.209
C 0.163 -3.064 0.558
C -0.828 -3.014 1.534
C -1.193 -4.208 2.120
C -0.602 -5.423 1.759
C 0.367 -5.492 0.781
C 0.729 -4.297 0.177
H 2.165 -4.668 -1.351
H 2.110 -2.160 -1.804
H -1.305 -2.074 1.771
H -1.950 -4.214 2.887
H -0.920 -6.324 2.258
H 0.814 -6.427 0.480
```

Output
Frontier orbital gap, eV: 5.74
Charge: 0
Highest occupied orbital energy, eV: -7.113
LUMO, eV: -1.37

Atomic partial charges in e from the Mulliken method, atoms 1 to 4: Pt -0.30; C -1.44; As 1.35; C -1.50


2.
This record from the Open Molecules 2025 dataset describes C35H57B2HgN3O19 as an isolated structure. The level of theory is ωB97M-V with the def2-TZVPD basis set.

Geometry as XYZ:
```
117
C35H57B2HgN3O19 | the Open Molecules 2025 dataset | ωB97M-V with the def2-TZVPD basis set
Hg -0.157 0.106 -0.701
O -3.862 2.432 1.889
C -2.726 2.968 1.997
O -2.342 3.906 2.800
B -0.904 4.229 2.528
O -0.447 3.270 1.454
C -1.527 2.525 1.108
O -1.498 1.650 0.308
O -0.098 4.071 3.757
C 0.348 5.240 4.140
O 0.825 5.507 5.185
C 0.090 6.200 2.992
O -0.646 5.640 2.154
O 0.455 7.401 2.893
O -0.167 -8.607 -2.933
C 0.147 -7.578 -2.355
O -0.580 -6.820 -1.617
B 0.198 -5.576 -1.317
O 1.526 -5.862 -1.906
C 1.642 -7.005 -2.477
O 2.630 -7.492 -3.087
O -0.387 -4.314 -1.753
C -0.189 -3.368 -0.846
O -0.442 -2.184 -0.964
C 0.382 -4.056 0.343
O 0.448 -5.267 0.126
O 0.600 -3.598 1.504
C -2.295 -2.380 3.949
C -2.201 -0.924 3.423
C -2.757 0.117 4.532
C -1.731 0.270 5.729
C -0.344 0.724 5.204
C 0.150 -0.150 4.033
N -0.879 -0.403 2.964
O -0.448 -1.030 1.853
C 1.405 0.567 3.414
C 0.656 -1.435 4.622
C -3.261 -0.907 2.248
H -3.348 -2.546 4.174
H -1.816 -2.631 4.895
H -1.902 -3.067 3.200
H -2.943 1.075 4.046
H -3.668 -0.283 4.976
H -1.721 -0.645 6.321
H -2.100 0.964 6.484
H 0.259 0.529 6.091
H -0.407 1.781 4.945
H 1.153 1.565 3.057
H 2.195 0.657 4.160
H 1.977 0.018 2.666
H 0.957 -2.176 3.882
H 1.605 -1.283 5.136
H 0.029 -1.925 5.367
H -3.144 -1.672 1.481
H -3.207 -0.002 1.642
H -4.207 -1.032 2.776
H -0.168 -1.893 2.165
C 2.710 -1.217 0.064
C 3.439 0.136 -0.261
C 4.177 -0.254 -1.570
C 4.711 0.966 -2.341
C 3.644 1.996 -2.588
C 2.771 2.375 -1.371
N 2.400 1.134 -0.647
O 1.629 1.383 0.361
C 3.601 3.344 -0.464
C 1.510 3.046 -1.837
C 4.394 0.498 0.901
H 3.350 -1.905 0.617
H 2.148 -1.724 -0.720
H 1.941 -1.103 0.829
H 5.085 -0.850 -1.482
H 3.592 -0.857 -2.264
H 5.268 0.623 -3.213
H 5.433 1.546 -1.766
H 3.044 1.654 -3.432
H 4.229 2.774 -3.078
H 3.755 4.318 -0.929
H 3.036 3.572 0.439
H 4.594 2.978 -0.201
H 0.612 2.865 -1.246
H 1.549 4.125 -1.692
H 1.350 2.861 -2.899
H 4.230 1.370 1.535
H 5.369 0.764 0.493
H 4.432 -0.249 1.694
H 2.201 1.719 1.056
C 0.755 -0.370 -3.577
C -0.757 -0.187 -4.015
C -1.281 -1.587 -4.544
C -2.810 -1.534 -4.710
C -3.460 -1.342 -3.374
C -3.023 0.069 -2.848
N -1.549 0.195 -2.735
O -1.246 1.478 -2.390
C -3.868 1.215 -3.515
C -3.500 -0.080 -1.364
C -0.798 0.885 -5.167
H 0.978 -0.926 -2.666
H 1.212 0.612 -3.456
H 1.208 -0.937 -4.390
H -0.806 -1.753 -5.510
H -1.014 -2.406 -3.874
H -3.147 -2.455 -5.184
H -3.164 -0.727 -5.351
H -3.233 -2.103 -2.628
H -4.532 -1.344 -3.572
H -3.867 2.204 -3.055
H -3.497 1.550 -4.483
H -4.912 0.943 -3.673
H -3.440 0.931 -0.959
H -4.542 -0.373 -1.493
H -3.002 -0.761 -0.674
H -1.766 1.323 -5.414
H -0.323 0.492 -6.066
H -0.323 1.817 -4.861
H -1.658 1.983 -3.094
```

Output
Frontier orbital gap, eV: 6.32
Charge: 0
Highest occupied orbital energy, eV: -9.000
LUMO, eV: -2.68

Atomic partial charges in e from the Mulliken method, atoms 1 to 4: Hg 3.87; O -0.65; C -0.11; O -0.40


3.
This record from the Open Molecules 2025 dataset describes C35H58IrOP2 as an isolated structure. The level of theory is ωB97M-V with the def2-TZVPD basis set.

Geometry as XYZ:
```
97
C35H58IrOP2 | the Open Molecules 2025 dataset | ωB97M-V with the def2-TZVPD basis set
Ir -0.089 -2.079 -1.522
C -2.256 -2.024 0.950
C -1.966 -3.138 0.152
C 0.065 -2.197 0.824
C -1.031 -1.451 1.398
C -0.487 -3.347 0.085
C -3.605 -1.582 1.389
H -4.304 -1.619 0.542
H -3.580 -0.563 1.797
H -4.025 -2.217 2.185
C -0.910 -0.379 2.404
H -1.595 0.444 2.153
H 0.128 -0.019 2.438
H -1.167 -0.694 3.436
C 1.419 -2.156 1.451
H 1.452 -2.693 2.408
H 1.740 -1.136 1.680
H 2.151 -2.589 0.770
C 0.067 -4.736 0.280
H -0.138 -5.253 1.229
H 1.137 -4.702 0.153
H -0.310 -5.367 -0.516
C -2.963 -4.109 -0.350
H -3.279 -4.812 0.428
H -2.545 -4.697 -1.173
H -3.868 -3.625 -0.734
C -2.464 2.345 -0.661
C -3.568 1.583 -0.878
C -3.919 1.014 -2.223
C -3.081 -0.264 -2.213
C -1.824 -0.317 -3.010
C -0.583 -0.149 -2.139
C -0.592 0.810 -0.994
C -1.205 2.161 -1.412
H -3.722 1.725 -3.054
H -3.709 -1.158 -2.412
H -5.001 0.832 -2.380
H -1.369 2.175 -2.497
H -2.460 3.096 0.121
H -4.458 1.781 -0.270
H -0.486 2.963 -1.197
H -1.104 0.326 -0.135
H 0.412 0.064 -2.583
H 0.448 0.973 -0.655
H -2.723 -0.509 -1.200
H -1.878 -1.320 -3.526
P -1.288 0.424 -4.498
C -1.131 2.209 -4.712
C -2.499 -0.060 -5.717
P 0.555 -2.159 -3.626
C 0.304 -0.426 -4.654
C -0.219 -3.015 -5.145
C 2.309 -2.010 -4.369
H -0.198 2.609 -4.282
H -1.970 2.759 -4.258
H -1.151 2.435 -5.799
H -2.206 0.426 -6.653
H -3.475 0.315 -5.370
H -2.557 -1.163 -5.805
H 2.323 -1.650 -5.417
H 2.778 -2.999 -4.309
H 2.879 -1.283 -3.771
H 1.081 0.257 -4.250
H 0.551 -0.609 -5.736
H 0.231 -4.015 -5.188
H 0.025 -2.493 -6.090
H -1.313 -3.100 -5.077
C 4.793 2.357 1.164
C 3.515 3.122 1.434
C 2.429 2.603 0.473
C 3.159 3.061 2.932
C 3.504 4.101 3.778
C 3.185 4.106 5.139
C 2.468 3.043 5.677
C 2.125 1.954 4.904
C 1.366 0.794 5.491
C 2.350 -0.331 5.854
C 0.456 1.159 6.669
C 2.502 1.892 3.496
O 2.196 0.890 2.773
H 4.599 1.311 1.423
H 5.611 2.738 1.774
H 5.074 2.415 0.111
H 3.630 4.203 1.231
H 2.301 1.521 0.623
H 1.463 3.109 0.608
H 2.767 2.780 -0.560
H 4.007 4.978 3.347
H 3.454 4.954 5.779
H 2.124 3.066 6.718
H 0.720 0.428 4.679
H 3.062 0.017 6.622
H 1.798 -1.205 6.230
H 2.912 -0.612 4.949
H -0.232 1.965 6.384
H -0.140 0.275 6.924
H 1.018 1.469 7.563
```

Output
Frontier orbital gap (spin up / spin down), eV: 6.46 / 5.73
Expectation value of S²: 6.065
2S+1: 5
Charge: +1
Highest occupied orbital energy (spin up / spin down), eV: -8.452 / -9.715
LUMO (spin up / spin down), eV: -1.99 / -3.99

Atomic partial charges in e from the Mulliken method, atoms 1 to 4: Ir 0.83; C 0.72; C 0.21; C 0.19


Number 1: molar mass 1142.8 g/mol, maximum force 0.110 hartree/bohr. Number 2: molar mass 1046.1 g/mol, maximum force 0.139 hartree/bohr. Number 3: molar mass 749.0 g/mol, maximum force 0.100 hartree/bohr.